No. 1
A molecular structure, C9H22GaN4O2Se3Te. Source: the OMol25 dataset; level of theory: wB97M-V/def2-TZVPD.

Structure (XYZ):
```
42
Properties=species:S:1:pos:R:3:mulliken_charge:R:1
Ga 0.439 -0.928 -2.112 0.34
N 3.081 -1.212 -1.574 -0.45
C 3.925 -0.017 -1.364 -0.69
C 3.515 1.154 -2.275 -0.55
C 2.121 1.598 -1.892 0.67
O 1.944 2.538 -1.114 -0.77
O 1.162 0.868 -2.361 -0.38
H 3.309 -1.924 -0.890 0.20
H 3.293 -1.618 -2.479 0.25
H 4.982 -0.235 -1.531 0.39
H 3.820 0.292 -0.322 0.33
H 3.519 0.828 -3.316 0.31
H 4.222 1.968 -2.142 0.33
Se -2.636 -3.664 -1.016 0.05
Se -2.364 -5.677 -1.858 -0.09
Te 0.009 -6.350 -1.319 0.24
Se 0.879 -4.416 -0.265 -0.19
N 0.324 1.587 0.783 0.13
C -0.847 1.968 1.634 0.11
C -1.045 0.898 2.720 -1.21
C -1.509 -0.460 2.163 0.14
N -0.440 -1.137 1.398 -0.33
C -2.763 -0.250 1.309 -1.30
C -2.662 0.823 0.215 -0.01
N -1.857 0.394 -0.952 -0.34
C -2.113 2.127 0.794 -1.18
H 1.166 1.540 1.355 0.39
H 0.604 2.199 -0.009 0.51
H 0.142 0.626 0.432 -0.25
H -0.610 2.928 2.091 0.26
H -1.818 1.254 3.401 0.46
H -0.131 0.780 3.312 0.41
H -1.795 -1.087 3.013 0.41
H -0.812 -1.988 0.979 0.01
H 0.290 -1.439 2.039 0.26
H -3.567 0.052 1.983 0.47
H -3.060 -1.202 0.864 0.31
H -3.687 1.028 -0.110 0.35
H -1.871 1.142 -1.641 0.27
H -2.335 -0.389 -1.385 0.27
H -2.878 2.548 1.449 0.46
H -1.946 2.856 -0.005 0.42
```

Computed properties:
energy above the lowest of the compared OMol25 structures with the same formula, charge and spin: 3.261 eV
net charge: +1


No. 2
3 unconnected molecules or ions with the total composition C4H14NO3 at a distorted geometry. Source: the OMol25 dataset; level of theory: wB97M-V/def2-TZVPD.

Structure (XYZ):
```
22
Properties=species:S:1:pos:R:3:mulliken_charge:R:1
C 0.870 0.468 1.121 -0.68
O -0.175 0.982 0.333 -0.85
C 1.054 -1.043 0.756 -0.72
C 1.738 -1.122 -0.679 -0.41
C 0.741 -1.535 -1.793 -0.90
N -0.599 -0.914 -1.909 -0.76
H 1.736 1.117 0.966 0.28
H 0.502 0.607 2.154 0.38
H 1.744 -1.578 1.412 0.35
H 0.035 -1.368 0.557 0.31
H 2.023 -0.063 -0.816 0.19
H 2.672 -1.667 -0.684 0.47
H 0.527 -2.596 -1.665 0.36
H 1.179 -1.480 -2.773 0.41
H -0.493 0.092 -1.721 0.34
H -1.007 -1.098 -0.991 0.30
H -2.686 0.758 0.218 0.32
H -2.896 1.783 1.269 0.44
O -3.366 0.992 0.862 -0.75
H -0.942 1.825 1.248 0.48
H -1.164 3.120 0.667 0.30
O -1.493 2.720 1.469 -0.86
```

Computed properties:
energy above the lowest of the compared OMol25 structures with the same formula, charge and spin: 1.162 eV
net charge: -1


No. 3
A molecular structure, C27H26F7N7O3SZr at a distorted geometry. Source: the OMol25 dataset; level of theory: wB97M-V/def2-TZVPD.

Structure (XYZ):
```
72
Properties=species:S:1:pos:R:3:mulliken_charge:R:1
Zr 0.460 0.687 0.743 0.42
C -1.771 1.357 -3.522 -0.84
C -0.273 1.194 -3.727 -0.78
N 0.428 0.309 -2.802 0.68
C 0.371 -1.069 -3.306 -0.25
C -1.044 -1.752 -3.341 -1.59
C 1.827 0.724 -2.616 -1.42
C 2.649 -0.010 -1.547 -0.78
N 2.272 0.193 -0.128 0.44
C 3.280 -0.191 0.819 1.05
C 2.907 -0.874 1.995 -0.22
F 1.544 -0.938 2.335 -0.11
C 3.733 -1.847 2.523 0.40
F 3.115 -2.870 3.173 -0.27
C 5.034 -1.993 2.040 -0.84
C 5.505 -1.053 1.113 0.37
F 6.779 -1.182 0.632 -0.26
C 4.667 -0.074 0.611 -0.44
F 5.118 0.972 -0.142 -0.29
H -2.325 0.391 -3.614 0.15
H -2.179 2.049 -4.180 0.54
H -1.853 1.691 -2.478 -0.10
H 0.229 2.167 -3.630 0.52
H -0.096 0.821 -4.794 0.33
H 0.990 -1.653 -2.607 0.15
H 0.834 -1.154 -4.343 0.36
H -0.886 -2.842 -3.208 0.41
H -1.709 -1.565 -4.173 0.39
H -1.629 -1.509 -2.465 0.33
H 1.846 1.778 -2.508 0.47
H 2.342 0.631 -3.599 0.52
H 3.705 0.292 -1.727 0.46
H 2.628 -1.123 -1.695 0.44
H 5.639 -2.814 2.361 0.54
N -1.284 -3.470 1.713 0.08
C -0.420 -2.504 1.366 -0.69
N -0.801 -1.299 0.863 0.12
C -2.110 -1.238 0.458 -0.11
N -2.525 -0.088 -0.016 -1.73
N -1.630 0.854 0.051 2.30
C -2.037 2.148 0.046 -1.27
C -1.087 3.173 -0.016 1.35
C -1.364 4.562 -0.196 -1.08
C -0.331 5.474 -0.210 -0.38
C 0.974 5.061 0.033 -0.85
C 1.187 3.733 0.292 -0.16
N 0.246 2.790 0.160 0.62
C -3.023 -2.344 0.541 0.65
C -4.336 -2.264 0.022 -0.27
C -5.137 -3.420 0.100 -0.90
C -4.688 -4.471 0.883 -0.33
C -3.463 -4.464 1.559 -0.86
C -2.613 -3.448 1.281 0.28
H -0.874 -4.196 2.268 0.31
H 0.616 -2.812 1.308 0.49
H -3.099 2.435 -0.073 0.36
H -2.389 4.878 -0.256 0.54
H -0.551 6.568 -0.310 0.42
H 1.877 5.720 0.085 0.43
H 2.163 3.426 0.608 0.54
H -4.598 -1.336 -0.461 0.52
H -6.078 -3.550 -0.384 0.48
H -5.398 -5.312 1.080 0.37
H -3.159 -5.332 2.158 0.40
F -0.880 1.187 5.632 -0.16
C 0.257 1.117 4.925 0.53
F 0.625 -0.211 4.668 -0.18
F 1.253 1.718 5.669 -0.19
S 0.148 1.972 3.268 1.35
O 1.488 1.737 2.578 -0.56
O -0.230 3.298 3.589 -0.53
O -0.870 1.162 2.525 -0.61
```

Computed properties:
net charge: +2
E: -76118.2752 eV


No. 4
A single C5H8N2O molecule at a distorted geometry. Source: the OMol25 dataset; level of theory: wB97M-V/def2-TZVPD.

Structure (XYZ):
```
16
Properties=species:S:1:pos:R:3:mulliken_charge:R:1
C 0.671 1.566 -0.391 -0.89
C -0.581 -0.966 2.222 -0.78
N 0.207 0.243 0.037 0.29
N -0.151 0.253 1.549 -0.54
C -0.479 -0.669 -0.715 0.44
C 0.023 -0.519 -2.220 -0.84
C 0.209 -0.417 -3.407 0.32
O -1.132 -1.659 -0.481 -0.53
H 0.706 0.557 2.016 0.25
H 1.741 1.634 -0.183 0.27
H 0.153 2.339 0.183 0.31
H 0.507 1.764 -1.450 0.37
H -0.729 -0.740 3.285 0.32
H 0.166 -1.764 2.158 0.30
H -1.547 -1.328 1.863 0.30
H 0.236 -0.294 -4.465 0.43
```

Computed properties:
energy above the lowest of the compared OMol25 structures with the same formula, charge and spin: 4.275 eV
net charge: 0


No. 5
A gas-phase ion, C6H12N3 (charge +1) at a distorted geometry. Source: the OMol25 dataset; level of theory: wB97M-V/def2-TZVPD.

Structure (XYZ):
```
21
Properties=species:S:1:pos:R:3:mulliken_charge:R:1
C 0.083 1.596 2.147 -0.80
C -0.660 0.434 2.534 -0.05
C 0.557 1.335 0.926 0.08
C 1.411 -1.088 -1.319 -1.25
C -0.300 0.719 -2.245 -1.25
C 0.049 -0.400 -1.193 0.46
N -0.720 -0.315 1.417 0.46
N -0.018 0.273 0.396 0.15
N -1.222 -1.575 1.446 -0.84
H 0.349 2.551 2.546 0.39
H -1.072 0.149 3.466 0.41
H 1.127 1.938 0.167 0.35
H 1.705 -1.589 -0.447 0.41
H 2.247 -0.395 -1.661 0.31
H 1.591 -1.810 -2.189 0.36
H 0.582 1.410 -2.348 0.35
H -1.310 1.212 -2.083 0.32
H -0.172 0.211 -3.189 0.43
H -0.719 -1.225 -1.180 0.17
H -1.754 -1.609 2.217 0.27
H -1.754 -1.821 0.592 0.27
```

Computed properties:
energy above the lowest of the compared OMol25 structures with the same formula, charge and spin: 3.993 eV
net charge: +1


No. 6
A single C4H7N3 molecule at a distorted geometry. Source: the OMol25 dataset; level of theory: wB97M-V/def2-TZVPD.

Structure (XYZ):
```
14
Properties=species:S:1:pos:R:3:mulliken_charge:R:1
N -2.625 -0.294 -0.031 -0.56
C -1.226 -0.035 -0.013 -0.05
C -0.118 -0.858 -0.032 -0.85
C 0.962 0.064 0.004 0.45
N 2.423 -0.046 0.016 -0.16
C 0.590 1.394 0.045 -1.32
N -0.784 1.274 0.032 0.26
H -2.894 -0.825 -0.853 0.26
H -2.915 -0.830 0.781 0.26
H -0.131 -1.941 -0.065 0.36
H 2.843 -0.462 -0.823 0.36
H 2.824 -0.514 0.838 0.36
H 2.494 1.033 0.054 0.43
H -1.442 2.041 0.049 0.22
```

Computed properties:
energy above the lowest of the compared OMol25 structures with the same formula, charge and spin: 2.922 eV
net charge: 0


No. 7
2 unconnected molecules or ions with the total composition C3H11NS2 at a distorted geometry. Source: the OMol25 dataset; level of theory: wB97M-V/def2-TZVPD.

Structure (XYZ):
```
17
Properties=species:S:1:pos:R:3:mulliken_charge:R:1
C -1.752 -1.515 2.653 -0.73
S -1.608 -2.640 4.136 -0.03
S 0.242 -3.330 3.904 -0.22
H -2.192 -0.605 3.060 0.29
H -2.339 -2.054 1.921 0.30
H -0.752 -1.299 2.299 0.24
H 0.090 -4.133 2.831 0.15
C 1.384 1.154 -3.134 -0.88
N 0.780 2.135 -2.253 -0.23
C 0.223 1.711 -1.001 -0.82
H 0.754 1.046 -4.022 0.26
H 2.350 1.513 -3.511 0.30
H 1.677 0.254 -2.597 0.29
H 1.108 3.064 -2.354 0.23
H -0.020 2.500 -0.300 0.34
H 0.762 1.008 -0.339 0.26
H -0.707 1.193 -1.293 0.26
```

Computed properties:
energy above the lowest of the compared OMol25 structures with the same formula, charge and spin: 1.116 eV
net charge: 0


No. 8
2 unconnected molecules or ions with the total composition C2H9N2O at a distorted geometry. Source: the OMol25 dataset; level of theory: wB97M-V/def2-TZVPD.

Structure (XYZ):
```
14
Properties=species:S:1:pos:R:3:mulliken_charge:R:1
C -0.174 0.931 0.596 -0.41
C -0.739 0.624 -0.571 -0.04
N -1.550 1.529 -1.244 -0.49
N 0.507 -0.112 1.407 -0.19
H -0.290 1.785 1.251 0.35
H -0.360 -0.187 -1.190 0.32
H -2.301 1.906 -0.697 0.27
H -1.890 1.089 -2.086 0.27
H 1.428 0.219 1.709 0.37
H 0.032 -0.313 2.281 0.40
H 0.599 -0.958 0.831 0.19
H 1.292 -2.991 0.191 0.31
H 2.065 -2.531 -0.991 0.31
O 1.502 -2.194 -0.290 -0.67
```

Computed properties:
energy above the lowest of the compared OMol25 structures with the same formula, charge and spin: 1.740 eV
net charge: +1